Below is C3H5NO2 as an isolated structure, with properties calculated with ωB97M-V/def2-TZVPD.

Output
Energy above the lowest of the compared OMol25 structures with the same formula, charge and spin in kJ/mol: 534.3
HOMO-LUMO gap in eV: 10.37
Spin multiplicity: 1
Total energy in eV: -8772.1569
E_LUMO in Eh: -0.002

XYZ file:
```
11
Properties=species:S:1:pos:R:3:nbo_charge:R:1
O 1.76 0.59 0.24 -0.7858
C 0.80 -0.17 -0.26 0.1036
C -0.61 0.24 0.23 -0.0474
O -0.70 1.61 -0.04 -0.6689
C -1.67 -0.48 -0.49 0.2464
N -2.46 -1.11 -1.06 -0.2772
H 1.56 -0.82 0.54 0.4484
H 0.85 -0.48 -1.32 0.1972
H 0.89 -1.45 0.29 0.0752
H -0.70 0.02 1.30 0.2077
H 0.18 1.95 0.21 0.5008
```



Below is a 2-piece molecular cluster, C3H5NO2 overall, with properties calculated with ωB97M-V/def2-TZVPD.

Output
Energy above the lowest of the compared OMol25 structures with the same formula, charge and spin in kJ/mol: 302.4
HOMO-LUMO gap in eV: 10.59
Spin multiplicity: 1
Total energy in eV: -8774.5602
E_LUMO in Eh: 0.022

XYZ file:
```
11
Properties=species:S:1:pos:R:3:nbo_charge:R:1
O 0.31 -0.30 2.32 -0.9461
C -0.79 0.48 -0.02 -0.3583
C -0.88 1.09 -1.17 0.1694
O 0.03 0.25 -1.88 -0.5214
C 0.17 -0.38 -0.69 0.5526
N 0.89 -1.35 -0.43 -0.6754
H 0.76 -0.89 1.70 0.4854
H -1.32 0.57 0.87 0.2568
H -1.52 1.74 -1.70 0.2086
H 0.95 0.45 2.23 0.4596
H 1.42 -1.67 -1.23 0.3687
```



Below is a single C3H5NO2 molecule, with properties calculated with ωB97M-V/def2-TZVPD.

Output
Energy above the lowest of the compared OMol25 structures with the same formula, charge and spin in kJ/mol: 179.0
HOMO-LUMO gap in eV: 10.82
Spin multiplicity: 1
Total energy in eV: -8775.8398
SMILES: [H]/N=C/OCC=O
E_LUMO in Eh: 0.037

XYZ file:
```
11
Properties=species:S:1:pos:R:3:nbo_charge:R:1
H 1.14 1.85 -0.99 0.3686
N 0.57 1.03 -0.86 -0.7329
C 1.24 0.00 -0.56 0.4300
O 0.62 -1.14 -0.21 -0.4746
C -0.77 -0.92 0.03 -0.1852
C -0.87 0.33 0.90 0.4240
O -0.09 0.50 1.81 -0.5452
H 2.32 -0.09 -0.47 0.1699
H -1.12 -1.77 0.61 0.2160
H -1.33 -0.84 -0.91 0.1999
H -1.71 1.02 0.70 0.1295
```



Q: Number 1 is which compound?
A: C3H5NO2



Q: Which of these has the lowest energy above the lowest of the compared OMol25 structures with the same formula, charge and spin?
A: number 3



Q: Which formula does entry 2 have?
A: C3H5NO2